{
  "formula": "C29H61F3O6P",
  "method": "ωB97M-V/def2-TZVPD",
  "species": ["C", "C", "C", "C", "C", "C", "C", "C", "C", "C", "C", "C", "C", "P", "C", "O", "C", "C", "O", "C", "C", "C", "O", "C", "F", "F", "F", "H", "H", "H", "H", "H", "H", "H", "H", "H", "H", "H", "H", "H", "H", "H", "H", "H", "H", "H", "H", "H", "H", "H", "H", "H", "H", "H", "H", "H", "H", "H", "H", "H", "H", "H", "H", "H", "H", "H", "H", "H", "H", "H", "C", "C", "O", "C", "H", "H", "H", "H", "H", "H", "C", "C", "O", "C", "H", "H", "H", "H", "H", "H", "C", "C", "O", "C", "H", "H", "H", "H", "H", "H"],
  "xyz": [[-4.6247, 2.5505, 8.1906], [-3.2228, 2.9995, 7.5393], [-2.3530, 1.6826, 7.3502], [-1.5598, 1.6854, 5.9673], [0.0195, 1.7072, 6.1525], [0.7167, 0.7446, 5.0863], [1.7166, 1.5304, 4.1171], [2.8925, 0.5106, 3.7412], [4.0207, 1.2940, 2.9226], [4.0620, 0.7979, 1.4077], [3.9539, 1.9640, 0.3505], [2.5235, 2.7074, 0.3693], [1.4438, 1.5974, -0.0320], [-0.1330, 2.3132, -0.8804], [0.3905, 1.3860, -2.4698], [-0.6564, 1.3253, -3.4976], [-0.0964, 0.6395, -4.6226], [0.4120, 1.5856, -5.7801], [-1.4864, 3.0957, -1.6606], [-1.1227, 4.2285, -2.4286], [-1.0314, 5.5949, -1.6466], [-2.4303, 6.0895, -1.0635], [-0.6833, 6.6081, -2.6588], [-0.7935, 3.0504, 0.8299], [-2.1330, 3.4682, 0.6753], [-0.1094, 4.1759, 1.2860], [-0.8961, 2.0851, 1.8523], [-5.0517, 3.3844, 8.8118], [-4.4336, 1.6778, 8.8873], [-5.3203, 2.2524, 7.3527], [-3.4541, 3.4886, 6.5467], [-2.6981, 3.7484, 8.1929], [-3.0820, 0.8154, 7.3043], [-1.6943, 1.4804, 8.2451], [-1.9112, 2.5783, 5.3793], [-1.8821, 0.7752, 5.3882], [0.4527, 2.7369, 6.0455], [0.2385, 1.3034, 7.1791], [1.3154, -0.0471, 5.6245], [-0.0347, 0.2210, 4.4224], [2.1202, 2.4770, 4.5758], [1.2101, 1.7761, 3.1359], [3.3426, 0.1131, 4.7018], [2.4174, -0.3232, 3.1548], [5.0045, 1.1011, 3.4401], [3.8501, 2.4051, 2.9082], [3.3059, -0.0172, 1.2366], [5.0834, 0.3206, 1.2522], [4.8011, 2.7036, 0.5188], [4.0674, 1.5035, -0.6771], [2.3749, 3.0617, 1.4240], [2.6220, 3.5388, -0.3769], [1.2259, 1.0159, 0.9093], [2.0148, 0.8792, -0.7044], [0.6465, 3.4853, -1.1733], [-0.9236, 1.1323, -0.5449], [1.3896, 1.7209, -2.8802], [0.5209, 0.2909, -2.1707], [-0.8717, -0.0500, -5.0869], [0.7589, -0.0398, -4.3253], [1.4115, 2.0684, -5.5758], [-0.3442, 2.3575, -6.1067], [0.5848, 0.9177, -6.6850], [-0.1909, 4.0795, -3.0666], [-1.9551, 4.3683, -3.1928], [-0.2030, 5.6422, -0.8898], [-3.2970, 5.6082, -1.5985], [-2.5514, 7.2045, -1.1736], [-2.4944, 5.8556, 0.0346], [0.2834, 6.6880, -2.6116], [-1.6130, -1.6555, -1.7207], [-1.0878, -2.9819, -2.1969], [-0.3909, -3.0690, -3.1903], [-1.4572, -4.2028, -1.3957], [-1.2685, -0.8679, -2.3919], [-2.7049, -1.6658, -1.7248], [-1.2398, -1.4471, -0.7159], [-2.5413, -4.3263, -1.3838], [-1.0777, -4.1067, -0.3762], [-1.0114, -5.0847, -1.8535], [0.9368, -5.3009, -7.5085], [1.8166, -4.4420, -6.6371], [2.6603, -3.7145, -7.1188], [1.6054, -4.5239, -5.1498], [1.1983, -5.1411, -8.5555], [1.0884, -6.3547, -7.2661], [-0.1102, -5.0282, -7.3629], [1.7872, -5.5446, -4.8045], [0.5891, -4.2171, -4.8999], [2.3045, -3.8548, -4.6479], [0.2452, -7.8225, -1.3959], [-1.1589, -8.2136, -1.7767], [-2.0721, -7.4174, -1.7257], [-1.3842, -9.6343, -2.2239], [0.2605, -6.7750, -1.0950], [0.5868, -8.4328, -0.5575], [0.9120, -7.9511, -2.2509], [-1.1142, -10.3241, -1.4218], [-0.7891, -9.8426, -3.1153], [-2.4383, -9.7741, -2.4660]],
  "total_energy_ha": -2233.822642,
  "total_charge": -1
}